{"formula": "C32H84F4HgN6O24S4", "method": "the ωB97M-V functional and the def2-TZVPD basis", "gap_ev": 1.02, "de_lowest_kj_mol": 1454.6, "e_homo_ev": -8.8, "fmax_ev_per_a": 11.57, "molar_mass_g_mol": 1341.9, "e_tot_ha": -5548.6730, "symbols": ["Hg", "N", "S", "O", "O", "F", "S", "O", "O", "F", "N", "S", "O", "O", "F", "S", "O", "O", "F", "C", "C", "O", "O", "H", "H", "H", "H", "H", "H", "C", "C", "O", "O", "H", "H", "H", "H", "H", "H", "C", "C", "O", "O", "H", "H", "H", "H", "H", "H", "C", "C", "O", "O", "H", "H", "H", "H", "H", "H", "C", "O", "C", "C", "N", "C", "C", "O", "C", "H", "H", "H", "H", "H", "H", "H", "H", "H", "H", "H", "H", "H", "H", "H", "C", "O", "C", "C", "N", "C", "C", "O", "C", "H", "H", "H", "H", "H", "H", "H", "H", "H", "H", "H", "H", "H", "H", "H", "C", "O", "C", "C", "N", "C", "C", "O", "C", "H", "H", "H", "H", "H", "H", "H", "H", "H", "H", "H", "H", "H", "H", "H", "C", "O", "C", "C", "N", "C", "C", "O", "C", "H", "H", "H", "H", "H", "H", "H", "H", "H", "H", "H", "H", "H", "H", "H"], "xyz": [[-4.865, -3.320, 3.421], [-2.847, 0.074, 1.773], [-3.136, 1.228, 0.884], [-2.777, 1.169, -0.492], [-3.290, 2.512, 1.512], [-4.732, 0.869, 0.782], [-1.206, 0.609, 1.896], [-0.952, 1.582, 2.947], [-0.371, 0.685, 0.710], [-0.705, -0.772, 2.540], [-8.810, -2.683, 5.151], [-9.255, -1.297, 6.012], [-8.961, -1.263, 7.428], [-10.348, -0.512, 5.428], [-8.028, -0.477, 5.339], [-10.182, -3.288, 5.396], [-11.255, -3.268, 4.444], [-10.570, -3.595, 6.759], [-9.501, -4.703, 5.057], [-7.650, -4.091, -2.677], [-7.937, -4.201, -1.186], [-6.939, -4.944, -0.489], [-6.695, -3.054, -2.989], [-8.574, -3.902, -3.224], [-7.270, -5.012, -3.121], [-8.876, -4.754, -1.168], [-8.245, -3.279, -0.694], [-7.023, -5.835, -0.836], [-7.091, -2.190, -2.855], [6.031, 3.348, 5.343], [7.343, 2.599, 5.619], [7.255, 1.498, 6.522], [5.774, 4.268, 6.387], [5.168, 2.686, 5.271], [6.073, 3.832, 4.367], [8.191, 3.203, 5.942], [7.697, 2.152, 4.689], [7.105, 1.811, 7.417], [5.473, 5.071, 5.957], [-6.045, 2.414, -6.644], [-7.284, 2.834, -5.833], [-7.487, 2.060, -4.677], [-5.925, 0.977, -7.063], [-5.198, 2.729, -6.034], [-6.018, 2.949, -7.593], [-8.144, 2.694, -6.487], [-7.238, 3.871, -5.498], [-7.711, 2.703, -4.001], [-5.853, 0.500, -6.232], [-8.094, 6.836, 0.948], [-6.884, 7.788, 1.294], [-7.096, 9.110, 0.847], [-8.067, 6.400, -0.330], [-9.048, 7.285, 1.226], [-7.933, 5.970, 1.590], [-5.989, 7.297, 0.913], [-6.749, 7.906, 2.369], [-6.618, 9.700, 1.435], [-8.182, 7.185, -0.871], [1.849, 7.511, 0.382], [1.983, 8.657, 1.250], [1.688, 8.292, 2.557], [2.260, 9.206, 3.710], [3.675, 9.008, 4.031], [4.475, 9.504, 2.958], [6.001, 9.642, 3.277], [6.159, 10.748, 4.200], [7.351, 10.766, 4.910], [2.432, 6.687, 0.793], [2.256, 7.795, -0.588], [0.843, 7.223, 0.075], [2.018, 7.295, 2.846], [0.608, 8.164, 2.631], [1.788, 9.001, 4.670], [2.142, 10.269, 3.500], [3.851, 9.711, 4.734], [4.131, 10.448, 2.536], [4.429, 8.752, 2.170], [6.636, 9.861, 2.419], [6.412, 8.746, 3.743], [7.306, 10.197, 5.839], [7.604, 11.778, 5.227], [8.231, 10.420, 4.369], [0.232, -0.983, -8.700], [1.539, -0.918, -8.077], [1.488, -1.102, -6.626], [1.092, -2.516, -6.107], [2.042, -3.532, -6.651], [1.434, -4.826, -6.567], [2.386, -5.925, -6.912], [3.444, -6.125, -6.069], [3.151, -6.614, -4.763], [0.380, -0.494, -9.663], [-0.442, -0.365, -8.107], [-0.095, -2.022, -8.757], [0.849, -0.347, -6.167], [2.511, -0.870, -6.330], [0.046, -2.715, -6.340], [1.185, -2.501, -5.021], [2.840, -3.472, -6.034], [0.756, -4.797, -7.421], [0.838, -4.973, -5.667], [2.917, -5.652, -7.824], [1.879, -6.816, -7.282], [3.998, -7.047, -4.232], [2.458, -7.456, -4.790], [2.670, -5.781, -4.251], [6.503, -4.632, -0.002], [6.863, -3.927, -1.183], [6.000, -2.932, -1.649], [6.789, -2.001, -2.599], [7.108, -2.631, -3.982], [7.998, -3.825, -3.840], [8.592, -4.267, -5.194], [9.060, -3.202, -5.969], [9.743, -3.662, -7.205], [5.683, -5.311, -0.236], [6.373, -3.890, 0.786], [7.326, -5.304, 0.239], [5.598, -2.346, -0.822], [5.301, -3.491, -2.271], [7.718, -1.791, -2.068], [6.316, -1.021, -2.657], [7.807, -2.132, -4.514], [7.372, -4.647, -3.493], [8.737, -3.557, -3.085], [7.839, -4.889, -5.676], [9.360, -5.003, -4.957], [10.463, -2.877, -7.436], [8.999, -3.753, -7.997], [10.195, -4.625, -6.969], [-1.730, -4.912, 1.189], [-2.104, -5.097, 2.536], [-1.543, -6.243, 3.163], [-1.724, -6.125, 4.669], [-3.176, -5.916, 5.016], [-3.489, -5.798, 6.429], [-2.826, -4.558, 6.983], [-3.197, -3.427, 6.194], [-2.643, -2.166, 6.525], [-1.767, -5.839, 0.617], [-0.744, -4.466, 1.319], [-2.252, -4.201, 0.548], [-0.473, -6.219, 2.954], [-2.082, -7.116, 2.794], [-1.124, -5.253, 4.927], [-1.258, -7.024, 5.073], [-3.638, -6.779, 4.768], [-3.353, -6.663, 7.078], [-4.549, -5.563, 6.526], [-1.744, -4.676, 6.916], [-3.083, -4.370, 8.025], [-2.958, -1.352, 5.872], [-1.556, -2.230, 6.582], [-2.918, -2.085, 7.577]], "atomic_forces_ev_per_a": [[0.6, -0.5, 0.5], [4.8, -1.7, 2.5], [-9.3, 4.8, -4.9], [0.9, -0.1, 0.1], [1.5, -0.2, 0.0], [0.4, -0.3, -0.1], [5.2, -1.6, 2.9], [-1.2, -1.4, -1.5], [-2.0, 0.0, 1.3], [-0.4, 0.3, 0.0], [0.3, 4.6, 1.7], [2.9, 6.2, -0.6], [-0.6, -0.7, -2.0], [1.0, -2.5, 1.5], [0.0, -0.3, 0.7], [-3.9, -9.5, -0.5], [0.8, 1.5, 0.2], [0.2, 2.0, -0.5], [-0.4, -1.4, -0.6], [0.4, 1.7, -0.1], [-0.9, -1.3, -0.9], [-0.1, 0.6, 0.2], [0.0, -0.8, 0.0], [-0.3, 0.2, 0.1], [0.3, -0.1, 0.4], [-0.3, -0.4, 0.3], [0.9, 0.2, 0.0], [0.2, -0.1, 0.1], [-0.2, 0.0, 0.1], [0.5, -0.4, 0.3], [0.1, -0.7, -0.3], [-0.4, -0.1, -0.1], [0.0, 0.5, -0.1], [0.2, -0.6, 0.1], [0.3, 0.3, 0.0], [-0.4, 0.8, 0.0], [-0.2, -0.1, -0.2], [0.0, 0.2, 0.0], [-0.1, 0.2, 0.3], [0.2, -0.9, 0.0], [-0.4, -0.7, -1.3], [0.3, -0.3, 0.6], [-0.5, 2.3, 1.0], [0.5, -0.4, -0.2], [-0.1, 0.1, 0.2], [-0.3, 0.2, -0.1], [0.4, 0.3, -0.7], [0.0, -0.4, 0.3], [0.0, -0.3, 0.1], [1.5, 1.1, 2.9], [-1.1, -0.6, 0.8], [-0.1, 0.3, -0.9], [-0.1, -0.3, -2.3], [-0.1, 0.3, 0.1], [-0.2, -0.1, 0.1], [0.2, 0.2, -0.4], [-0.2, -0.8, 0.3], [0.0, 0.0, -0.2], [0.0, -0.1, -0.5], [0.7, 1.0, -0.6], [0.3, -0.7, -0.8], [-0.3, 0.0, 2.3], [-0.2, -0.2, -0.6], [0.2, 0.4, 0.2], [2.5, -0.8, -1.5], [-0.7, 0.7, 1.1], [-0.7, -0.3, -0.6], [0.8, 0.2, 0.7], [-0.2, -0.2, -0.1], [0.5, 0.2, 0.2], [-0.5, 0.0, 1.0], [0.7, -0.4, -0.4], [-0.4, 0.5, 0.4], [-0.7, -0.2, -0.4], [-0.6, 0.2, -0.4], [0.0, -0.2, 0.9], [-0.1, 0.3, 0.0], [0.0, 0.2, -0.4], [-0.4, 0.0, -0.4], [-0.2, -0.3, 0.1], [-0.2, -0.4, 0.1], [-0.3, 0.2, -0.2], [-0.1, -0.2, -0.4], [1.5, 0.5, 0.8], [-1.0, -0.5, 1.2], [0.4, -0.4, -1.0], [1.3, 0.9, -1.0], [-0.7, 1.3, 1.0], [-0.5, -0.1, -1.2], [0.2, 0.2, -1.8], [1.7, -1.2, 1.8], [-0.9, 0.2, -0.6], [-0.3, -0.4, -0.1], [-0.4, -0.1, 0.0], [-0.2, 0.1, -0.3], [-0.3, 0.1, -0.1], [0.0, -0.2, 0.1], [0.1, -0.3, -0.3], [-0.2, 0.2, 0.3], [0.4, -0.2, -0.1], [-0.6, -0.4, 0.1], [0.0, -0.3, 0.4], [-0.2, 0.6, -0.3], [-0.4, -0.6, 0.9], [0.5, 0.7, -0.3], [-0.5, 0.0, -0.3], [0.1, -0.2, 0.7], [0.5, 0.3, -1.1], [1.5, -0.6, 0.7], [0.5, -0.2, -1.5], [1.1, -0.9, -0.8], [0.0, -0.4, 1.3], [-1.1, 0.3, -0.1], [-0.7, -0.5, 1.1], [0.8, -0.3, -1.0], [-1.1, 0.7, 1.8], [-0.7, 0.3, 0.5], [-0.5, -0.4, 0.4], [0.2, 0.3, 0.1], [-0.4, 0.0, 0.0], [-1.1, 0.6, 0.2], [0.4, -0.1, 0.1], [-0.4, -0.2, -0.6], [-0.6, 1.7, 0.0], [0.4, -0.2, 0.2], [0.5, -0.5, 0.0], [-0.4, 0.4, -0.6], [0.6, 0.1, 0.0], [0.0, -0.3, -0.1], [0.1, -0.1, -0.1], [0.3, 0.1, -0.3], [1.5, 0.0, -0.1], [-1.9, 0.5, 0.5], [-0.8, 1.0, -0.3], [-0.6, 1.0, -0.8], [1.1, -1.5, 0.1], [-0.8, 2.0, 0.4], [0.7, 1.0, 0.0], [-0.8, -0.8, -1.7], [0.6, -1.1, 1.9], [0.4, -0.2, 0.1], [0.6, -0.4, -1.0], [-0.9, 0.2, 0.9], [0.1, -0.6, -0.1], [0.4, -0.4, -0.2], [-0.3, 0.0, 0.5], [-0.3, -0.1, 0.6], [-0.3, -0.1, -0.8], [0.6, -0.2, -0.2], [-0.3, -0.3, -0.3], [0.3, 0.1, 0.2], [-0.1, -0.2, 0.2], [-0.3, -0.4, 0.1], [0.3, 0.1, -0.6], [-0.3, 1.2, 0.1]]}